A 7-piece molecular cluster, C41H78BN10O5P overall at a distorted geometry. Source: the Open Molecules 2025 dataset; level of theory: ωB97M-V with the def2-TZVPD basis set.

Geometry as XYZ:
```
136
Properties=species:S:1:pos:R:3:forces:R:3:lowdin_charge:R:1
C 5.69953 0.23576 1.26186 0.3 0.2 0.3 -0.099
O 4.77605 0.79594 2.17426 -0.3 -0.1 -0.1 -0.220
C 3.45644 0.96461 1.64210 0.8 -0.3 0.2 -0.217
C 3.21236 2.42412 1.27731 -0.2 0.0 -0.1 -0.127
C 2.40443 2.77944 0.00787 -0.1 -0.4 0.6 -0.152
C 1.49817 1.74072 -0.69273 -0.3 1.0 -1.6 -0.386
P 2.58884 0.48399 -1.68136 0.3 -0.9 0.2 0.950
N 2.33887 0.93766 -3.31062 0.6 0.1 0.2 -0.149
O 4.13165 1.02624 -1.39513 -0.2 0.2 0.0 -0.315
N 0.84149 2.52523 -1.78343 -0.4 0.1 0.4 0.066
C -0.54139 2.35510 -1.85081 -0.4 -0.3 -0.8 -0.425
O -1.22443 2.59882 -2.83874 0.8 0.1 1.3 0.094
C -0.98321 1.84359 -0.46973 -0.1 0.1 -0.5 -0.137
C -1.22737 3.26545 0.20683 -0.2 0.0 -0.2 -0.049
C -2.28509 3.33163 1.27578 -1.5 1.1 0.0 -0.221
O -3.30115 4.01512 1.16519 1.5 -1.0 0.1 0.052
B -2.43616 1.18792 -0.48888 0.1 -0.7 0.0 -0.577
O -3.39804 1.87497 -1.20206 0.1 -0.7 0.2 0.137
N -2.81633 -0.04674 0.22581 -0.8 0.5 -0.4 -0.080
C -3.80775 -0.76994 -0.61053 -0.1 0.2 0.6 -0.076
C -3.45592 0.25369 1.53658 0.9 0.3 -0.4 -0.052
C 0.26602 1.08001 0.05924 0.1 0.3 1.6 -0.303
C 0.29500 1.35538 1.58836 0.4 -0.2 -0.4 -0.040
C 0.29232 -0.47515 0.01865 -0.4 0.0 -0.4 -0.160
C -0.28928 -1.25970 -1.16900 0.2 0.0 0.0 -0.171
C -0.48767 -0.53861 -2.49095 -0.5 -0.5 -0.3 -0.218
C -0.35802 -1.48601 -3.67685 0.5 0.2 0.2 -0.284
N -0.62796 -0.85832 -4.95565 0.1 -0.6 -0.3 0.013
H 6.56398 -0.08853 1.83734 0.1 0.0 0.1 0.083
H 5.29390 -0.63272 0.74933 -0.2 0.0 -0.2 0.092
H 6.04394 0.98228 0.54907 -0.1 0.0 -0.3 0.081
H 3.32785 0.26883 0.81535 -0.1 0.0 -0.2 0.081
H 2.81012 0.62794 2.44384 0.0 -0.1 -0.2 0.074
H 4.19071 2.89037 1.21054 0.2 0.0 -0.1 0.120
H 2.73361 2.90151 2.12848 0.0 0.1 0.2 0.093
H 1.78018 3.64158 0.23535 -0.1 0.1 0.1 0.104
H 3.10493 3.13291 -0.74515 0.0 0.0 -0.1 0.097
H 2.66778 1.87443 -3.53537 -0.4 0.1 -0.1 0.049
H 2.92611 0.30958 -3.85278 -0.1 -0.1 -0.1 0.002
H 4.32865 1.81018 -1.92130 0.2 0.1 0.0 0.051
H 1.13281 3.48503 -1.88876 0.2 0.0 -0.4 0.143
H -1.56607 3.94098 -0.57355 -0.1 0.1 -0.1 0.136
H -0.30314 3.67074 0.60901 0.1 0.0 0.1 0.113
H -2.13357 2.75486 2.20252 0.1 -0.1 0.0 0.109
H -3.29264 1.74377 -2.15086 0.0 0.7 -0.3 0.106
H -3.85470 -1.80016 -0.26681 0.1 -0.2 -0.1 0.090
H -4.80917 -0.34791 -0.51221 -0.1 0.1 -0.1 0.083
H -3.55605 -0.73892 -1.66497 0.2 -0.1 -0.1 0.077
H -4.13645 -0.53801 1.82169 0.0 -0.3 0.1 0.088
H -2.67241 0.36069 2.28123 -0.1 -0.1 0.3 0.037
H -4.01920 1.19144 1.49837 -0.3 0.0 0.1 0.083
H 0.66012 2.34229 1.85165 -0.1 0.2 0.0 0.077
H -0.69764 1.21030 1.99408 -0.1 0.0 0.0 0.054
H 0.92532 0.63857 2.10194 0.0 -0.2 -0.1 0.073
H 1.33408 -0.75685 0.14259 0.1 0.0 0.1 0.065
H -0.19905 -0.83855 0.91424 -0.3 0.0 0.1 0.112
H -1.24549 -1.66965 -0.87112 -0.2 -0.1 0.1 0.093
H 0.34114 -2.13144 -1.34762 0.3 0.0 0.0 0.111
H 0.21087 0.26298 -2.68098 0.1 0.2 0.1 0.049
H -1.49288 -0.11896 -2.56315 -0.1 0.2 0.1 0.100
H 0.67131 -1.85642 -3.67841 0.1 -0.1 0.0 0.094
H -0.98386 -2.36360 -3.53760 -0.2 -0.1 -0.1 0.116
H -1.60378 -0.89510 -5.19559 -0.1 0.2 0.0 0.040
H -0.27391 0.08373 -5.00230 -0.1 0.2 0.1 0.060
C 5.42621 -3.41122 -4.57197 0.0 0.0 0.0 -0.107
C 4.08222 -2.85473 -5.02656 0.1 -0.1 0.1 -0.259
C 4.22106 -1.71579 -6.04462 -0.1 -0.1 0.2 -0.187
C 4.96045 -0.58624 -5.47950 0.1 0.3 -0.1 -0.247
N 5.53645 0.30532 -5.03603 -0.2 -0.2 0.0 0.150
H 6.01955 -2.65100 -4.06224 0.0 0.0 0.0 0.071
H 5.28138 -4.23633 -3.87566 0.0 0.0 0.0 0.073
H 6.00492 -3.78325 -5.41948 0.0 0.0 0.0 0.077
H 3.52234 -2.49843 -4.15929 -0.1 0.0 0.0 0.099
H 3.49014 -3.64973 -5.48112 -0.1 0.0 0.0 0.111
H 3.23745 -1.35872 -6.35247 0.0 0.0 0.0 0.118
H 4.74776 -2.05637 -6.93698 0.0 0.0 0.0 0.121
C -8.77125 3.46017 -0.96639 0.0 0.0 0.0 -0.112
C -7.56005 3.24202 -0.06644 -0.2 0.0 -0.1 -0.254
C -6.22525 3.44796 -0.79098 0.0 -0.1 0.2 -0.176
C -6.07278 2.51388 -1.90165 -0.1 -0.2 -0.5 -0.244
N -6.00509 1.78102 -2.78643 0.0 0.2 0.2 0.154
H -8.78699 2.74519 -1.78981 0.0 0.0 0.0 0.069
H -9.69635 3.33488 -0.40365 0.0 0.0 0.0 0.070
H -8.76897 4.46625 -1.38999 0.0 0.0 0.0 0.075
H -7.59149 2.23296 0.34886 0.0 0.0 0.0 0.110
H -7.60195 3.93434 0.77567 0.1 0.0 0.0 0.108
H -5.38582 3.29968 -0.11235 0.1 0.0 0.0 0.091
H -6.15532 4.46246 -1.18650 0.0 0.0 0.0 0.128
C -4.58642 -2.09383 -8.28273 0.0 0.0 0.0 -0.110
C -5.55217 -1.50390 -7.26145 0.1 0.0 -0.2 -0.260
C -4.91579 -1.31250 -5.88054 -0.1 -0.1 -0.1 -0.191
C -4.46069 -2.58653 -5.32191 0.1 -0.1 0.2 -0.247
N -4.11216 -3.59239 -4.88756 0.0 0.2 -0.1 0.145
H -4.25381 -3.08896 -7.98547 0.0 0.0 0.0 0.070
H -5.06685 -2.18433 -9.25668 0.0 0.0 0.0 0.070
H -3.70422 -1.46177 -8.39999 0.0 0.0 0.0 0.076
H -6.42626 -2.15036 -7.16861 0.0 0.0 0.0 0.111
H -5.90820 -0.53430 -7.61271 0.0 0.0 0.1 0.108
H -5.62812 -0.87234 -5.18228 0.0 0.1 0.0 0.116
H -4.05901 -0.63990 -5.94677 0.0 0.0 0.0 0.110
C 1.87432 0.40483 5.45974 0.1 0.1 0.0 -0.090
C 1.82100 1.67504 4.62176 0.1 -0.2 0.1 -0.246
C 0.55742 2.49573 4.90652 0.1 0.0 -0.1 -0.161
C -0.63415 1.70255 4.61282 -0.2 -0.2 0.1 -0.220
N -1.52644 1.02222 4.36242 0.1 0.2 0.2 0.182
H 1.03222 -0.24864 5.23346 0.0 -0.1 0.0 0.061
H 2.78587 -0.15771 5.25925 -0.5 0.2 0.1 0.013
H 1.84676 0.62993 6.52653 -0.1 0.0 0.1 0.085
H 1.85114 1.41438 3.56143 -0.1 0.3 0.5 0.039
H 2.69608 2.29643 4.82069 0.0 0.1 0.0 0.122
H 0.53348 3.39945 4.29514 -0.1 0.0 0.0 0.116
H 0.51725 2.79953 5.95325 0.0 0.0 0.0 0.124
C 6.13136 -2.52230 6.33155 0.0 0.0 0.0 -0.106
C 6.45396 -1.42372 5.32480 0.0 -0.2 0.1 -0.252
C 5.22735 -0.59621 4.92179 0.3 -0.1 0.1 -0.184
C 4.20429 -1.42155 4.28693 0.0 -0.3 -0.3 -0.261
N 3.40134 -2.07551 3.78735 0.2 0.0 0.0 0.182
H 5.42884 -3.24597 5.91643 0.0 0.0 0.0 0.072
H 7.03427 -3.06419 6.61268 0.0 0.0 0.0 0.071
H 5.69269 -2.10544 7.23991 0.0 0.0 0.0 0.078
H 6.89671 -1.86797 4.43128 0.0 0.0 0.0 0.110
H 7.19898 -0.74866 5.74920 0.0 0.1 -0.1 0.108
H 5.49896 0.18400 4.21511 -0.1 0.1 -0.1 0.101
H 4.78781 -0.11920 5.80020 0.0 0.0 0.0 0.119
C 0.06663 -4.44015 4.56130 0.0 0.0 0.0 -0.110
C -1.28148 -4.27663 5.25161 0.1 -0.1 -0.1 -0.262
C -1.55074 -2.83589 5.70219 0.0 -0.2 0.0 -0.189
C -0.54798 -2.37407 6.66266 0.1 0.2 0.2 -0.239
N 0.23959 -1.99988 7.41283 -0.2 -0.1 -0.2 0.152
H 0.88862 -4.19936 5.23586 0.0 0.1 0.0 0.068
H 0.20475 -5.46865 4.22912 0.0 0.0 0.0 0.071
H 0.14538 -3.79276 3.68698 0.0 0.0 0.0 0.073
H -1.33327 -4.94064 6.11645 0.0 0.0 0.0 0.109
H -2.07895 -4.57710 4.57020 -0.1 0.0 0.0 0.106
H -2.53012 -2.75698 6.17408 0.0 0.1 0.0 0.117
H -1.53771 -2.15719 4.84731 0.0 0.1 0.0 0.109
```
Forces are in eV/Å.

The calculation puts the LUMO energy at 0.3 eV. Its electronic energy is -2898.99024 a.u. Its frontier orbital gap is 8.818 eV. The energy above the lowest of the compared OMol25 structures with the same formula, charge and spin comes out at 5.6 kcal per mole. As for the SMILES: COCCC[C@]1(P(N)O)NC(=O)[C@@](CC=O)(B(O)N(C)C)[C@@]1(C)CCCCN.CCCC#N.CCCC#N.CCCC#N.CCCC#N.CCCC#N.CCCC#N.

=====

A 2-piece molecular cluster, C4H6N2O2 overall at a distorted geometry. Source: the Open Molecules 2025 dataset; level of theory: ωB97M-V with the def2-TZVPD basis set.

Geometry as XYZ:
```
14
Properties=species:S:1:pos:R:3:forces:R:3:lowdin_charge:R:1
C 0.25025 -0.93530 -0.45189 -1.8 5.0 1.4 -0.351
C 0.56697 -1.12685 -1.83522 -0.9 5.1 0.3 -0.044
C -0.06341 0.43164 -0.35715 1.0 3.0 -0.9 -0.119
C -0.36509 1.44757 0.92678 -1.1 -1.1 -1.6 -0.101
H 1.13134 -0.70260 1.59092 -2.7 -4.0 -2.3 0.260
H 0.49168 -2.47146 0.32801 0.3 0.8 3.5 0.098
H 0.89286 -1.95944 -2.35217 0.3 -1.5 -1.0 0.077
H 0.25721 2.39470 0.84638 -1.4 -1.1 -0.1 0.135
H -0.06332 0.89013 1.78395 0.9 -0.4 0.6 0.048
H -2.18613 0.70011 1.45401 1.1 3.7 -0.6 0.155
N 0.15471 -1.57770 0.88978 3.5 0.4 -2.5 0.013
N 0.48516 0.10578 -2.51725 1.3 -3.0 1.8 0.036
O 0.28442 1.09870 -1.59485 -2.0 -3.1 2.1 -0.058
O -1.83664 1.70472 1.28869 1.5 -3.8 -0.8 -0.149
```
Forces are in eV/Å.

The calculation puts the LUMO energy at -0.5 eV. Its electronic energy is -415.75620 a.u. Its frontier orbital gap is 8.645 eV. The energy above the lowest of the compared OMol25 structures with the same formula, charge and spin comes out at 178.5 kcal per mole.

=====

One molecule with the formula C4H7NO at a distorted geometry. Source: the Open Molecules 2025 dataset; level of theory: ωB97M-V with the def2-TZVPD basis set.

Geometry as XYZ:
```
13
Properties=species:S:1:pos:R:3:forces:R:3:lowdin_charge:R:1
C -1.51601 -0.30430 0.30752 -0.5 -0.4 -0.5 -0.022
C -0.65350 -0.86644 -0.53952 -0.8 0.1 -0.1 -0.177
C 0.34849 0.00392 -1.24273 -0.1 0.0 0.3 -0.180
N 1.39790 -0.12787 -0.20553 1.2 1.2 0.0 0.001
C 1.07496 0.48673 1.02453 -0.4 -0.3 0.6 -0.304
O 1.95021 1.25838 0.31260 0.1 -0.7 -1.1 -0.016
H -2.00610 -0.86083 1.09873 -0.3 -0.1 -0.3 0.067
H -1.74977 0.75891 0.22792 0.1 -0.2 0.2 0.073
H -0.45620 -1.93827 -0.53259 0.0 0.2 0.1 0.109
H 0.71359 -0.36230 -2.21468 0.0 0.1 0.5 0.115
H 0.01640 1.04434 -1.34390 0.0 -0.2 0.1 0.125
H 0.05995 0.87028 1.16565 0.5 0.2 0.0 0.089
H 1.44447 -0.05578 1.89040 0.2 0.1 0.2 0.121
```
Forces are in eV/Å.

The calculation puts the LUMO energy at 1.0 eV. Its electronic energy is -286.45606 a.u. Its frontier orbital gap is 10.657 eV. The energy above the lowest of the compared OMol25 structures with the same formula, charge and spin comes out at 110.2 kcal per mole. As for the SMILES: C=CCN1CO1.